# C36H72O14

A 11-piece molecular cluster, C36H72O14 overall at a distorted geometry (ωB97M-V with the def2-TZVPD basis set, the OMol25 dataset).

Cartesian coordinates (Å):
O: -0.22419 4.09596 2.10874
O: 0.01017 -6.51405 3.58898
O: 2.65022 -3.58766 -3.61944
O: -4.35347 1.00534 -2.09192
O: -1.65515 -4.82609 3.56479
O: 0.56951 -0.34137 3.82971
O: -0.18962 2.49813 -2.85584
O: 3.30399 -3.23703 1.49669
O: 0.39396 -0.15835 -0.84457
O: 4.44093 0.97434 -5.01868
O: -6.86691 2.16285 1.16119
O: 2.80358 6.51049 -5.52676
O: -6.29845 3.60547 2.85661
O: 2.60335 0.28901 -0.76143
C: 0.37634 4.25660 -1.18927
C: 1.40166 0.05150 -2.87971
C: 5.02962 0.19565 -4.13202
C: 4.34138 -2.60930 1.08051
C: -1.78421 2.83943 -1.04402
C: 5.37905 0.89170 -2.76814
C: -0.97072 2.59703 3.93585
C: -1.17118 -6.12436 3.83556
C: 1.54701 0.06548 -1.33300
C: -8.84223 1.12755 0.62166
C: 0.91920 5.14784 -5.01796
C: -0.78966 -3.85895 2.91835
C: -0.67492 3.91051 3.39130
C: -4.26345 -0.22459 -1.84052
C: -0.56400 5.10502 4.37386
C: 3.33423 4.08194 -4.99825
C: 0.40996 -3.58949 -2.66997
C: -5.06529 -1.00314 -0.88777
C: 2.39474 5.31412 -5.19575
C: -5.93429 2.83068 1.86893
C: -4.42574 2.74997 1.59502
C: -0.43310 3.20437 -1.75160
C: -0.84860 -4.12549 1.36795
C: 5.30370 -1.31799 -4.18117
C: 0.12797 -0.15301 0.60519
C: -3.01265 -0.99848 -2.49630
C: 5.41218 -2.27141 1.97957
C: 1.90057 -0.25540 3.78364
C: 1.91646 -3.98389 -2.62711
C: 2.35989 -4.85587 -1.46270
C: -2.18506 -6.93857 4.52304
C: -1.26710 -0.49120 0.89519
C: 4.51031 -2.26274 -0.41473
C: 2.60508 0.88818 3.14628
C: 2.76877 -1.39526 4.28114
C: -8.22335 2.35953 1.31426
H: -0.63022 4.79476 5.29046
H: -0.10662 -3.29634 0.76622
H: -1.32109 -0.85870 1.77709
H: -1.60070 -1.28388 0.39917
H: 0.41608 6.05768 -5.30160
H: -4.04675 1.83587 1.23830
H: -1.44529 1.72771 3.17138
H: 0.48810 0.31765 -3.13707
H: -2.06017 0.17082 0.70866
H: -8.36058 3.29863 0.75182
H: -5.85163 -1.51233 -1.41273
H: 4.61810 -1.63834 -3.33947
H: 4.96457 0.57503 -1.94737
H: -2.71568 3.54109 -1.22893
H: 5.49330 -1.21878 2.24295
H: 2.75635 -1.41995 5.30004
H: 0.44614 5.80076 4.25848
H: -9.90517 1.07595 1.07780
H: 3.46376 -2.26554 -0.74365
H: 2.18559 0.88432 -3.25998
H: -3.01671 -7.05249 3.92526
H: 0.01331 -3.89439 -3.46207
H: -0.21444 -3.80298 -1.81263
H: -2.34794 -6.48143 5.43819
H: 5.02215 1.99696 -2.79662
H: -3.29072 -1.41315 -3.56017
H: 2.02699 -4.25955 -0.54810
H: 6.28330 0.84925 -2.40911
H: -0.35306 -5.14733 1.03886
H: 4.90501 -3.11465 -1.02861
H: 6.28043 -1.77936 -4.14266
H: -2.19765 -0.33222 -2.64540
H: 3.38925 3.21930 -4.37194
H: 0.91893 4.70117 -2.01821
H: 0.27808 -3.92315 3.19287
H: 2.87406 0.93945 2.13871
H: -0.12818 2.17111 4.59378
H: -5.21625 -0.36988 0.08220
H: -1.22459 5.73755 4.25095
H: 0.58167 5.13359 -4.07250
H: 2.61641 -2.35541 3.92128
H: -4.16303 3.60521 0.91288
H: -1.06257 -2.90554 3.26552
H: -2.65126 -1.72183 -1.94853
H: -8.48299 2.47010 2.27426
H: -1.77455 -7.89403 4.82113
H: 1.70216 -1.00921 -3.21337
H: 5.24198 -3.00508 2.89023
H: 4.88874 -1.34467 -0.41505
H: -4.46733 -1.98695 -0.61304
H: -8.73479 1.13470 -0.51927
H: 0.77640 -0.83461 1.07608
H: 0.56040 0.79459 1.02747
H: 0.61385 4.22906 -5.68722
H: 1.95317 -5.84459 -1.41317
H: -1.51270 2.85355 0.05077
H: 1.04806 4.09918 -0.42446
H: 4.84871 -1.58710 -5.18540
H: -0.00253 5.24695 -0.98087
H: 4.23493 4.37318 -5.20601
H: 3.06407 3.50536 -5.88802
H: -8.41807 0.19798 0.90756
H: -1.95448 1.84417 -0.92892
H: -1.96903 -4.33454 1.15259
H: 0.32779 -2.54300 -2.71432
H: 3.52246 -4.91821 -1.70605
H: 6.46769 -2.42958 1.69709
H: 3.63220 -1.55367 4.09059
H: -1.83055 2.63591 4.66706
H: 3.40538 1.00526 3.65669
H: 1.82069 1.73917 3.13339
H: -3.84341 3.13445 2.37935

Output
LUMO energy (eV): 0.10
SMILES: CCOC(C)=O.CCOC(C)=O.CCOC(C)=O.CC(C)=O.CC(C)=O.CC(C)=O.CC(C)=O.CC(C)=O.CC(C)=O.CC(C)=O.CC(C)=O
Highest occupied orbital energy (eV): -9.092
Energy relative to the best compared isomer or geometry (same formula, charge and spin) (eV): 18.010
2S+1: 1